1.
13
Properties=species:S:1:pos:R:3:lowdin_charge:R:1 method="wB97M-V/def2-TZVPD" homo_lumo_gap_ev="8.996 / 8.997" e_tot_ev=-15027.292 charge=0 e_lumo_ev="0.04 / 0.04"
H -0.59 -1.92 -1.54 0.041
O -0.52 0.08 2.66 -0.453
H 0.34 -1.88 -0.23 0.058
H 1.54 -0.25 0.45 0.010
C 0.36 0.01 -1.32 -0.357
C -0.33 -1.25 -0.78 -0.147
H -1.49 1.66 1.07 -0.030
P -0.35 1.06 1.62 0.713
H 1.11 -0.18 -2.04 0.078
H -1.14 -0.95 -0.02 0.076
N 1.10 0.45 -0.13 -0.122
H 0.34 2.33 2.00 -0.005
H -0.38 0.83 -1.75 0.140

2.
12
Properties=species:S:1:pos:R:3:lowdin_charge:R:1 method="wB97M-V/def2-TZVPD" homo_lumo_gap_ev=7.022 e_tot_ev=-7220.910 charge=0 e_lumo_ev=-0.44 smiles=Cc1c[nH]cn1
H 2.06 1.31 -1.13 0.120
N 0.51 -1.14 0.21 0.114
C 0.16 1.17 0.02 -0.116
H -2.14 -1.51 0.22 0.075
C -1.89 -0.45 0.16 -0.035
N 1.36 0.64 -0.86 0.030
H -2.40 0.11 0.95 0.086
C 1.62 -0.43 -0.16 -0.196
C -0.42 -0.19 0.18 -0.370
H -2.28 -0.05 -0.79 0.094
H 0.80 1.15 0.96 0.059
H 2.62 -0.60 0.24 0.138

3.
119
Properties=species:S:1:pos:R:3:lowdin_charge:R:1 method="wB97M-V/def2-TZVPD" homo_lumo_gap_ev=5.900 e_tot_ev=-245335.105 charge=+1 e_lumo_ev=-3.47
C 2.93 0.57 3.30 -0.325
H -1.93 4.32 -0.45 0.076
C 4.53 0.14 1.44 0.015
C -1.13 6.05 2.34 -0.082
C 0.44 -4.39 -1.87 0.032
C 0.23 6.19 2.12 -0.070
C -1.23 1.61 0.77 -0.123
H -1.66 -1.40 -3.25 0.093
C 1.58 0.83 3.73 -0.328
H -5.93 0.93 -3.21 0.115
C 2.51 4.00 -1.02 -0.385
H 0.85 6.74 2.82 0.105
H 0.83 -6.88 -1.68 0.132
C -1.91 5.39 1.40 -0.084
F 1.76 6.88 -1.35 0.109
C 0.57 7.24 -4.73 -0.125
H -1.04 -7.23 2.99 0.120
C -2.28 -4.76 4.86 -0.133
C 0.05 4.94 0.07 -0.340
C -2.81 -7.60 4.18 -0.074
H -4.70 2.77 -2.11 0.130
H -2.94 -3.92 4.61 0.135
F -1.40 -2.58 3.79 0.042
H -1.11 -6.35 1.29 0.092
H 2.16 3.25 0.95 0.095
H 4.57 3.05 1.50 0.105
H -0.69 -1.48 1.63 0.127
H -2.39 -6.32 6.39 0.140
H 3.70 -0.13 -1.81 0.104
C 3.47 4.33 -1.97 -0.104
H 5.33 0.04 2.15 0.123
H -1.04 1.43 4.14 0.118
C -5.01 0.37 -3.22 -0.020
N 1.40 0.83 5.03 -0.245
F 0.50 8.15 -5.69 0.142
P 0.73 3.99 -1.36 1.069
C -1.31 -6.96 -1.92 -0.055
H -0.82 -6.88 4.70 0.139
C 1.13 7.54 -3.50 -0.123
N -2.64 0.36 -2.92 0.093
C -2.63 -0.93 -3.24 -0.122
C -3.06 -5.74 5.75 -0.087
H -3.72 -2.70 -3.79 0.104
C 2.22 0.66 0.96 -0.174
O -2.70 2.85 -1.83 -0.150
H 5.68 -0.31 -0.32 0.116
H -1.93 2.37 -2.19 -0.047
C 0.83 5.63 1.00 -0.094
C 0.40 -3.04 -1.91 -0.018
Br -0.62 3.31 -4.38 0.870
O 1.13 -3.13 -4.14 0.055
C -1.16 -3.28 2.65 -0.179
H -3.76 -5.20 6.38 0.144
H 6.26 3.61 -0.21 0.108
C 3.62 0.08 -0.76 -0.096
C 0.55 1.10 2.75 -0.088
C -0.45 -3.17 0.36 -0.039
C 0.07 5.96 -4.95 -0.258
N 6.72 0.77 -3.42 0.102
C -1.32 4.84 0.28 -0.106
H -1.58 6.47 3.23 0.102
O 1.22 -1.15 -3.14 -0.192
C -1.53 -6.80 3.86 -0.125
H -2.58 -8.43 4.85 0.141
C -0.77 1.39 3.09 0.016
N 2.26 1.87 -3.19 -0.038
H -3.27 -7.99 3.27 0.140
C 0.90 1.06 1.38 -0.181
N 4.55 1.77 -3.92 0.125
C -0.07 -6.60 -1.12 -0.185
C -0.77 -2.55 1.56 0.093
C 0.96 -2.39 -3.19 -0.642
F -0.47 5.66 -6.13 0.078
H -1.35 -8.03 -2.11 0.079
C 0.11 5.00 -3.94 -0.549
H -1.43 -4.36 5.42 0.145
H 3.17 4.67 -2.95 0.112
H -5.91 -1.50 -3.77 0.108
N -3.77 -6.67 4.84 0.056
H 5.56 4.44 -2.42 0.112
N 0.01 1.36 0.44 0.038
C -1.33 -4.68 2.58 -0.134
C -0.98 -5.28 1.38 0.058
C 5.21 3.72 -0.43 -0.066
C 4.81 4.19 -1.68 -0.068
N -1.89 -5.43 3.63 -0.094
H 0.85 -4.89 -2.73 0.148
H -2.97 5.29 1.56 0.104
C 0.66 5.28 -2.69 -0.298
H -2.72 1.81 2.30 0.112
C -0.14 -2.31 -0.80 -0.312
C 2.92 3.52 0.22 -0.129
C 4.71 -0.05 0.09 -0.003
C -1.68 1.62 2.09 -0.018
C -3.78 2.48 -2.63 -0.210
C 1.18 6.56 -2.51 -0.210
Sn 0.54 0.83 -2.22 1.276
H -3.75 3.01 -3.59 0.121
H -0.03 -7.15 -0.18 0.107
H -2.21 -6.65 -1.40 0.076
H -4.22 -6.10 4.11 0.193
C -3.78 -1.65 -3.54 -0.051
C -3.81 1.00 -2.92 -0.253
C 3.25 0.46 1.91 -0.096
Se 2.94 0.50 5.83 1.130
H -4.50 -7.20 5.33 0.193
O -0.38 -1.11 -0.74 -0.083
H -1.28 -6.45 -2.88 0.082
C 5.68 1.23 -3.63 -0.404
C -4.99 -0.98 -3.53 -0.060
H 1.89 5.74 0.86 0.101
C 4.26 3.39 0.52 -0.078
N 2.43 0.45 -0.34 0.094
N 3.78 0.37 4.29 -0.242
C 3.40 1.74 -3.50 -0.364
C -0.48 -4.57 0.28 -0.121
F 1.63 8.75 -3.28 0.134
N -0.02 -5.17 -0.86 -0.038
H -1.90 1.82 -0.05 0.094